i) Below is a 2-piece molecular cluster, C6H15NO overall, with properties calculated with wB97M-V/def2-TZVPD.

Bonds (Å) are listed after each position.
Atoms and positions in Å:
1 O 0.49 -0.26 1.17  C6 1.224
2 N 2.47 0.36 1.85  C6 1.340, H10 1.033, H23 1.051
3 C 1.33 1.72 -0.03  C4 1.525, C6 1.602, H16 1.053, H22 1.183
4 C 2.65 2.20 -0.63  C3 1.525, H9 1.128, H17 1.098, H20 1.156
5 C -2.19 -1.05 0.08  C7 1.583, C8 1.521, H15 1.117, H21 1.116
6 C 1.38 0.59 1.10  O1 1.224, N2 1.340, C3 1.602
7 C -3.47 -1.42 -0.78  C5 1.583, H11 1.117, H12 1.084, H14 1.140
8 C -0.98 -1.65 -0.61  C5 1.521, H13 1.013, H18 1.168, H19 1.066
9 H 2.35 2.92 -1.45  C4 1.128
10 H 2.55 -0.51 2.40  N2 1.033
11 H -4.31 -1.27 -0.06  C7 1.117
12 H -3.56 -2.45 -1.10  C7 1.084
13 H -0.34 -0.94 -0.96  C8 1.013
14 H -3.50 -0.71 -1.67  C7 1.140
15 H -2.13 0.06 0.10  C5 1.117
16 H 0.85 1.10 -0.73  C3 1.053
17 H 3.19 2.83 0.10  C4 1.098
18 H -0.41 -2.42 0.06  C8 1.168
19 H -1.41 -2.25 -1.38  C8 1.066
20 H 3.27 1.25 -0.84  C4 1.156
21 H -2.26 -1.30 1.17  C5 1.116
22 H 0.58 2.46 0.52  C3 1.183
23 H 3.44 0.74 1.69  N2 1.051

## Properties
- SMILES: CCC(N)=O.CCC
- Multiplicity: 1

Table of Mulliken atomic charges, one value per atom, all in e: -0.570, -0.446, 0.047, -1.141, -0.071, 0.328, -1.220, -0.903, 0.343, 0.261, 0.334, 0.380, 0.041, 0.285, 0.155, 0.106, 0.290, 0.159, 0.522, 0.286, 0.306, 0.290, 0.219

***

ii) Below is a 2-piece molecular cluster, C6H15NO overall, with properties calculated with wB97M-V/def2-TZVPD.

Bonds (Å) are listed after each position.
Atoms and positions in Å:
1 O -0.17 0.97 3.10  C8 1.204
2 N 0.55 1.74 1.09  C8 1.396, H11 1.010, H14 1.008
3 C 0.95 -0.64 1.76  C8 1.521, H15 1.071, H16 1.095, H18 1.120
4 C 0.87 -0.18 -2.37  C7 1.555, H17 1.099, H21 1.086, H22 1.084
5 C -1.56 0.30 -1.42  C7 1.504, H9 1.084, H12 1.118, H20 1.100
6 C -0.65 -2.10 -1.87  C7 1.559, H13 1.108, H19 1.097, H23 1.070
7 C -0.36 -0.61 -1.52  C4 1.555, C5 1.504, C6 1.559, H10 1.085
8 C 0.38 0.74 2.05  O1 1.204, N2 1.396, C3 1.521
9 H -1.31 1.27 -1.01  C5 1.084
10 H 0.14 -0.65 -0.56  C7 1.085
11 H 0.03 2.59 1.25  N2 1.010
12 H -1.94 0.58 -2.44  C5 1.118
13 H -0.71 -2.21 -2.97  C6 1.108
14 H 0.54 1.48 0.11  N2 1.008
15 H 1.47 -1.10 2.58  C3 1.071
16 H 1.43 -0.62 0.78  C3 1.095
17 H 1.62 -0.98 -2.44  C4 1.099
18 H 0.11 -1.29 1.41  C3 1.120
19 H -1.60 -2.44 -1.46  C6 1.097
20 H -2.36 -0.16 -0.82  C5 1.100
21 H 1.28 0.69 -1.85  C4 1.086
22 H 0.57 0.13 -3.36  C4 1.084
23 H 0.18 -2.67 -1.52  C6 1.070

## Properties
- SMILES: CC(N)=O.CC(C)C
- Multiplicity: 1

Table of Mulliken atomic charges, one value per atom, all in e: -0.581, -0.419, -1.004, -1.311, -1.272, -1.510, 1.788, 0.724, 0.314, -1.089, 0.276, 0.354, 0.354, 0.127, 0.355, 0.435, 0.331, 0.247, 0.379, 0.324, 0.356, 0.415, 0.406

***

iii) Below is a single C6H15NO molecule, with properties calculated with wB97M-V/def2-TZVPD.

Bonds (Å) are listed after each position.
Atoms and positions in Å:
1 O 0.19 1.20 2.07  C5 1.370, H16 0.956
2 N -0.55 1.29 -0.82  C4 1.514, C6 1.496, H23 1.014
3 C -0.41 -2.40 0.36  C7 1.505, H11 1.155, H15 1.115, H19 1.101
4 C -1.11 2.68 -0.60  N2 1.514, H10 1.097, H14 1.118, H22 1.112
5 C 0.64 0.28 1.16  O1 1.370, C6 1.585, H17 1.142, H18 1.117
6 C -0.56 0.14 0.13  N2 1.496, C5 1.585, C7 1.544, H21 1.114
7 C -0.27 -1.21 -0.56  C3 1.505, C6 1.544, C8 1.544, H9 1.155
8 C 1.21 -1.14 -0.99  C7 1.544, H12 1.131, H13 1.101, H20 1.111
9 H -0.92 -1.40 -1.49  C7 1.155
10 H -2.08 2.50 -1.07  C4 1.097
11 H 0.17 -2.39 1.36  C3 1.155
12 H 1.30 -1.67 -1.99  C8 1.131
13 H 1.71 -1.67 -0.17  C8 1.101
14 H -1.04 2.91 0.49  C4 1.118
15 H -1.46 -2.61 0.65  C3 1.115
16 H 0.90 1.67 2.49  O1 0.956
17 H 1.05 -0.56 1.81  C5 1.142
18 H 1.51 0.77 0.65  C5 1.117
19 H 0.01 -3.26 -0.19  C3 1.101
20 H 1.44 -0.12 -1.35  C8 1.111
21 H -1.59 0.25 0.54  C6 1.114
22 H -0.52 3.30 -1.31  C4 1.112
23 H 0.39 1.44 -1.17  N2 1.014

## Properties
- SMILES: CN[C@H](CO)C(C)C
- Multiplicity: 1

Table of Mulliken atomic charges, one value per atom, all in e: -0.541, -0.291, -1.485, -0.867, -0.413, -0.338, 0.542, -1.429, 0.408, 0.301, 0.234, 0.330, 0.356, 0.250, 0.352, 0.326, 0.205, 0.338, 0.416, 0.325, 0.429, 0.333, 0.218

***

What are the relative energies? In kJ/mol: i) 114.4; ii) 0.0; iii) 229.9.

***

i) Below is a 2-piece molecular cluster, C6H15NO overall, with properties calculated with wB97M-V/def2-TZVPD.

Bonds (Å) are listed after each position.
Atoms and positions in Å:
1 O 2.28 -0.98 0.66  H19 0.966
2 N -0.78 0.15 2.72  C8 1.442, H10 1.010, H15 1.017
3 C 0.51 0.36 -2.36  C6 1.543, H11 1.084, H16 1.091, H23 1.083
4 C -0.48 -1.48 0.16  C5 1.513, H9 1.079, H14 1.096, H21 1.100
5 C -0.47 0.03 0.25  C4 1.513, C6 1.613, C7 1.365, C8 1.513
6 C 0.45 0.75 -0.86  C3 1.543, C5 1.613, C7 1.854, H20 1.098, H22 1.147
7 C -1.36 0.81 -0.44  C5 1.365, C6 1.854, H17 1.079, H18 1.075
8 C 0.03 0.54 1.58  N2 1.442, C5 1.513, H12 1.092, H13 1.097
9 H -0.56 -1.84 -0.86  C4 1.079
10 H -0.76 -0.85 2.86  N2 1.010
11 H 1.42 0.78 -2.77  C3 1.084
12 H 0.12 1.63 1.61  C8 1.092
13 H 1.05 0.13 1.59  C8 1.097
14 H -1.32 -1.88 0.74  C4 1.096
15 H -1.76 0.40 2.61  N2 1.017
16 H 0.54 -0.72 -2.45  C3 1.091
17 H -1.88 0.42 -1.30  C7 1.079
18 H -1.70 1.75 -0.03  C7 1.075
19 H 2.54 -1.11 -0.26  O1 0.966
20 H 0.60 1.84 -0.79  C6 1.098
21 H 0.47 -1.81 0.60  C4 1.100
22 H 1.41 0.38 -0.36  C6 1.147
23 H -0.36 0.71 -2.90  C3 1.083

## Properties
- Multiplicity: 1

Table of Mulliken atomic charges, one value per atom, all in e: -0.951, -0.606, -1.321, -1.505, 1.930, -0.685, -1.155, -1.048, 0.425, 0.295, 0.410, 0.413, 0.491, 0.390, 0.269, 0.317, 0.383, 0.323, 0.179, 0.492, 0.329, 0.272, 0.349

***

ii) Below is a 2-piece molecular cluster, C6H15NO overall, with properties calculated with wB97M-V/def2-TZVPD.

Bonds (Å) are listed after each position.
Atoms and positions in Å:
1 O 0.34 0.43 3.44  H16 0.904, H17 0.902
2 N -0.34 1.16 0.59  C4 1.473, C7 1.528, H15 0.990
3 C -2.38 -0.19 -0.16  C4 1.462, H11 1.112, H13 1.064, H22 1.127
4 C -1.36 0.12 0.84  N2 1.473, C3 1.462, H10 1.060, H20 1.089
5 C 1.71 0.13 -0.36  C6 1.534, C7 1.474, H9 1.123, H21 1.159
6 C 1.65 -1.23 -1.07  C5 1.534, C8 1.356, H23 1.107
7 C 0.51 0.93 -0.66  N2 1.528, C5 1.474, H18 1.083, H19 1.111
8 C 1.04 -1.43 -2.27  C6 1.356, H12 1.158, H14 1.118
9 H 2.62 0.65 -0.78  C5 1.123
10 H -1.81 0.52 1.71  C4 1.060
11 H -1.94 -0.59 -1.10  C3 1.112
12 H 0.66 -0.56 -2.92  C8 1.158
13 H -2.82 0.66 -0.63  C3 1.064
14 H 0.84 -2.45 -2.69  C8 1.118
15 H -0.83 2.01 0.45  N2 0.990
16 H 0.34 0.65 2.57  O1 0.904
17 H 1.12 0.11 3.75  O1 0.902
18 H 0.83 1.95 -0.81  C7 1.083
19 H -0.09 0.44 -1.46  C7 1.111
20 H -0.87 -0.76 1.23  C4 1.089
21 H 2.21 0.24 0.68  C5 1.159
22 H -3.34 -0.74 0.04  C3 1.127
23 H 1.91 -2.06 -0.39  C6 1.107

## Properties
- SMILES: C=CCCNCC.O
- Multiplicity: 1

Table of Mulliken atomic charges, one value per atom, all in e: -0.649, -0.400, -1.245, -0.460, -0.472, -0.179, -0.412, -0.709, 0.339, 0.483, 0.267, 0.289, 0.369, 0.252, 0.220, 0.415, 0.286, 0.324, 0.082, 0.303, 0.259, 0.351, 0.285

***

iii) Below is a 2-piece molecular cluster, C6H15NO overall, with properties calculated with wB97M-V/def2-TZVPD.

Bonds (Å) are listed after each position.
Atoms and positions in Å:
1 O 2.14 -1.58 1.31  H12 0.974, H18 0.953
2 N -0.33 -1.91 -2.58  C5 1.489, H11 1.011, H14 1.010
3 C -0.33 0.85 -0.13  C6 1.344, C7 1.485, C8 1.492
4 C 0.03 1.40 2.35  C6 1.477, H13 1.083, H15 1.100, H21 1.093
5 C 0.21 -1.33 -1.32  N2 1.489, C7 1.563, H16 1.093, H19 1.086
6 C 0.35 0.83 1.03  C3 1.344, C4 1.477, H22 1.069
7 C 0.25 0.24 -1.35  C3 1.485, C5 1.563, H10 1.099, H23 1.084
8 C -1.79 1.16 -0.18  C3 1.492, H9 1.103, H17 1.112, H20 1.109
9 H -2.23 1.71 0.67  C8 1.103
10 H 1.31 0.40 -1.55  C7 1.099
11 H -0.61 -2.87 -2.44  N2 1.011
12 H 2.21 -1.38 2.26  O1 0.974
13 H -0.96 1.11 2.70  C4 1.083
14 H -1.07 -1.29 -2.86  N2 1.010
15 H 0.01 2.49 2.46  C4 1.100
16 H -0.45 -1.59 -0.49  C5 1.093
17 H -2.02 1.97 -0.91  C8 1.112
18 H 2.71 -1.04 0.76  O1 0.953
19 H 1.21 -1.69 -1.13  C5 1.086
20 H -2.50 0.33 -0.37  C8 1.109
21 H 0.78 1.17 3.11  C4 1.093
22 H 1.36 0.50 0.92  C6 1.069
23 H -0.29 0.52 -2.25  C7 1.084

## Properties
- SMILES: C/C=C(\C)CCN.O
- Multiplicity: 1

Table of Mulliken atomic charges, one value per atom, all in e: -0.623, -0.699, 0.692, -1.497, -0.204, 0.095, -1.102, -1.358, 0.398, 0.276, 0.226, 0.295, 0.318, 0.218, 0.307, 0.319, 0.332, 0.335, 0.221, 0.267, 0.346, 0.178, 0.662

***

What are the relative energies? In kJ/mol: i) 328.6; ii) 109.1; iii) 0.0.

***

i) Below is a single C6H15NO molecule, with properties calculated with wB97M-V/def2-TZVPD.

Bonds (Å) are listed after each position.
Atoms and positions in Å:
1 O 0.27 3.11 2.30  C7 1.419, H10 0.982
2 N -0.45 -0.53 -0.45  C5 1.463, C6 1.478, H17 1.065
3 C -1.17 -1.45 -2.61  C6 1.524, H15 1.051, H21 1.097, H23 1.046
4 C 1.04 1.04 1.07  C5 1.674, C7 1.596, H9 1.080, H22 1.136
5 C 0.23 0.76 -0.36  N2 1.463, C4 1.674, H11 1.203, H18 1.085
6 C -0.14 -1.54 -1.49  N2 1.478, C3 1.524, C8 1.572, H19 1.003
7 C 0.30 1.69 2.33  O1 1.419, C4 1.596, H12 1.116, H20 1.204
8 C -0.02 -2.99 -0.90  C6 1.572, H13 1.071, H14 1.037, H16 1.154
9 H 2.04 1.44 0.93  C4 1.080
10 H 0.43 3.53 3.17  O1 0.982
11 H -0.58 1.62 -0.59  C5 1.203
12 H 0.99 1.42 3.16  C7 1.116
13 H -0.71 -3.64 -1.40  C8 1.071
14 H -0.29 -2.81 0.08  C8 1.037
15 H -0.83 -1.91 -3.50  C3 1.051
16 H 0.94 -3.61 -0.72  C8 1.154
17 H -1.42 -0.58 -0.01  N2 1.065
18 H 1.11 0.85 -1.00  C5 1.085
19 H 0.71 -1.30 -1.96  C6 1.003
20 H -0.73 1.09 2.48  C7 1.204
21 H -2.19 -1.81 -2.44  C3 1.097
22 H 1.30 -0.01 1.42  C4 1.136
23 H -1.23 -0.51 -3.07  C3 1.046

## Properties
- SMILES: CC(C)NCCCO
- Multiplicity: 1

Table of Mulliken atomic charges, one value per atom, all in e: -0.527, -0.213, -1.642, -0.764, -0.596, 0.400, -0.233, -1.188, 0.425, 0.320, 0.285, 0.265, 0.303, 0.379, 0.478, 0.269, 0.275, 0.259, 0.243, 0.164, 0.359, 0.297, 0.440

***

ii) Below is a 2-piece molecular cluster, C6H15NO overall, with properties calculated with wB97M-V/def2-TZVPD.

Bonds (Å) are listed after each position.
Atoms and positions in Å:
1 O 1.62 -1.63 -0.54  H20 0.966
2 N 0.96 0.84 -0.63  C3 1.507, C5 1.514, H18 1.156
3 C 2.00 1.89 -0.33  N2 1.507, H9 1.082, H17 1.098, H22 1.086
4 C -0.92 -0.42 0.36  C5 1.540, C8 1.532, H10 1.116, H16 1.102
5 C 0.23 0.56 0.67  N2 1.514, C4 1.540, C7 1.445, H12 1.172
6 C -3.14 -1.13 -0.46  C8 1.522, H15 1.099, H21 1.091, H23 1.097
7 C 1.07 0.15 1.76  C5 1.445, H13 1.092, H14 1.089
8 C -1.95 -0.22 -0.75  C4 1.532, C6 1.522, H11 1.097, H19 1.097
9 H 2.26 1.89 0.72  C3 1.082
10 H -1.38 -0.39 1.37  C4 1.116
11 H -2.22 0.81 -1.00  C8 1.097
12 H -0.17 1.65 0.84  C5 1.172
13 H 0.84 0.69 2.68  C7 1.092
14 H 2.16 0.07 1.66  C7 1.089
15 H -3.46 -0.82 0.54  C6 1.099
16 H -0.35 -1.32 0.07  C4 1.102
17 H 1.49 2.86 -0.49  C3 1.098
18 H 1.59 -0.11 -0.85  N2 1.156
19 H -1.32 -0.51 -1.60  C8 1.097
20 H 1.65 -1.31 0.37  O1 0.966
21 H -2.78 -2.15 -0.34  C6 1.091
22 H 2.85 1.78 -0.99  C3 1.086
23 H -4.09 -1.11 -1.02  C6 1.097

## Properties
- Multiplicity: 1

Table of Mulliken atomic charges, one value per atom, all in e: -0.794, -0.387, -0.925, -0.406, -0.425, -1.136, -0.908, -0.377, 0.348, 0.270, 0.336, 0.504, 0.340, 0.606, 0.299, 0.326, 0.310, 0.430, 0.263, 0.332, 0.293, 0.340, 0.361

***

What are the relative energies? In kJ/mol: i) 0.0; ii) 456.0.